1.
{"formula": "C5H8N2OS", "method": "ωB97M-V/def2-TZVPD", "elements": ["C", "C", "C", "C", "C", "N", "N", "O", "S", "H", "H", "H", "H", "H", "H", "H", "H"], "xyz": [[-1.374, 0.824, 0.081], [-0.249, 1.477, -0.017], [0.281, -0.737, -0.117], [-2.261, -1.382, 0.216], [2.198, 0.856, -0.345], [-1.133, -0.495, 0.108], [0.819, 0.539, -0.229], [2.972, 0.304, 0.689], [1.106, -2.104, -0.078], [-2.438, 1.264, 0.214], [-0.055, 2.556, -0.243], [-2.534, -1.697, 1.202], [-3.084, -0.869, -0.260], [-2.049, -2.137, -0.522], [2.472, 1.877, -0.270], [2.609, 0.409, -1.238], [2.719, -0.685, 0.808]], "forces_ev_per_a": [[-3.3, 1.7, 1.0], [3.4, 2.4, -1.7], [-2.4, 3.1, 0.7], [0.6, -0.2, -1.8], [1.8, -2.2, 0.5], [2.0, -0.9, -0.2], [-3.5, 0.4, 0.7], [-0.4, -2.0, 1.4], [0.9, -2.4, -0.1], [2.2, -1.0, -0.3], [-0.3, -1.3, 0.6], [0.2, -0.4, 0.5], [-0.4, 0.3, 0.3], [-0.1, -1.2, 0.4], [-0.7, 1.3, -0.4], [-0.3, 0.1, -0.9], [0.5, 2.1, -0.6]], "charge": 0, "e_above_lowest_kj_mol": 187.5, "smiles": "Cn1ccn(CO)c1=S", "homo_lumo_gap_ev": 8.65, "lumo_energy_ev": 0.75}

2.
{"formula": "C7H15BrOSi", "method": "ωB97M-V/def2-TZVPD", "elements": ["C", "C", "C", "C", "C", "C", "C", "O", "Si", "Br", "H", "H", "H", "H", "H", "H", "H", "H", "H", "H", "H", "H", "H", "H", "H"], "xyz": [[-1.204, 2.107, 0.122], [-2.468, 1.486, -0.522], [-0.039, 1.109, -0.160], [-2.661, 0.157, 0.226], [-0.419, -0.327, 0.403], [1.651, -1.699, -1.580], [3.232, -1.020, 1.474], [-1.693, -0.790, -0.061], [0.832, -1.640, 0.140], [3.939, 0.494, 0.539], [-0.954, 3.172, -0.183], [-1.477, 2.024, 1.223], [-3.393, 2.013, -0.370], [-2.240, 1.292, -1.539], [0.116, 1.082, -1.237], [0.839, 1.384, 0.350], [-2.702, 0.334, 1.252], [-3.548, -0.423, -0.102], [-0.428, -0.071, 1.506], [1.874, -0.686, -1.819], [2.513, -2.228, -1.779], [1.004, -2.063, -2.383], [3.177, -0.711, 2.470], [3.682, -2.068, 1.413], [0.366, -2.929, 0.617]], "forces_ev_per_a": [[-0.4, -0.2, 0.8], [0.9, -0.6, 1.5], [-2.1, -0.8, -0.2], [-1.7, -0.8, -2.9], [-0.2, 2.3, 0.4], [-2.5, 0.6, 0.4], [-2.2, -2.4, -2.0], [2.3, -0.3, 0.4], [3.7, -0.1, 0.1], [0.3, -0.4, -0.3], [-0.4, -1.3, 0.4], [0.9, 0.8, -0.9], [-0.2, 0.7, -0.2], [-0.3, -0.2, -1.2], [0.3, -0.1, -0.1], [1.4, 0.5, 0.5], [-0.2, 0.3, 2.1], [-0.2, 1.0, 0.3], [-0.4, -0.8, -0.6], [0.2, 1.0, -0.3], [2.1, -1.3, 0.5], [-0.6, 0.2, 0.2], [-0.5, 0.3, 1.5], [0.0, 1.9, -0.5], [-0.1, -0.4, 0.2]], "charge": 0, "e_above_lowest_kj_mol": 0.0, "homo_lumo_gap_ev": 8.33, "lumo_energy_ev": 0.38}

3.
{"formula": "C17H23Br2N2O2RuSi2", "method": "ωB97M-V/def2-TZVPD", "elements": ["Ru", "O", "N", "N", "O", "C", "C", "C", "C", "C", "C", "H", "H", "H", "H", "H", "Br", "C", "Br", "H", "H", "C", "Si", "C", "C", "C", "C", "C", "C", "C", "Si", "C", "C", "H", "H", "H", "H", "H", "H", "H", "H", "H", "H", "H", "H", "H", "H", "H", "H"], "xyz": [[0.173, 0.855, 0.646], [0.055, -0.775, -0.886], [0.708, -1.932, -0.492], [1.687, -1.643, 0.244], [2.001, -0.489, 0.632], [2.480, -2.768, 0.731], [3.114, -2.605, 1.947], [3.870, -3.660, 2.435], [3.987, -4.832, 1.701], [3.350, -4.961, 0.473], [2.583, -3.921, -0.025], [3.007, -1.678, 2.490], [4.368, -3.563, 3.389], [4.583, -5.650, 2.084], [3.461, -5.868, -0.106], [2.082, -3.995, -0.980], [1.110, 2.705, 1.883], [-0.452, -0.077, 4.010], [-0.971, -0.602, 2.353], [-1.185, 0.528, 4.517], [0.604, 0.109, 4.110], [-3.105, 1.833, 0.249], [-1.409, 2.127, -0.565], [-1.122, 3.993, -0.606], [-1.703, 1.667, -2.398], [-2.580, 2.551, -3.041], [-2.909, 2.430, -4.380], [-2.359, 1.404, -5.133], [-1.508, 0.505, -4.518], [-1.172, 0.615, -3.158], [-0.028, -0.744, -2.637], [1.708, -0.477, -3.229], [-0.690, -2.397, -3.158], [-3.500, 2.766, 0.656], [-3.065, 1.109, 1.062], [-3.817, 1.463, -0.493], [-2.067, 4.519, -0.454], [-0.716, 4.305, -1.570], [-0.431, 4.306, 0.174], [-3.019, 3.366, -2.475], [-3.590, 3.138, -4.836], [-2.595, 1.302, -6.184], [-1.096, -0.304, -5.115], [1.738, -0.520, -4.320], [2.391, -1.238, -2.846], [2.077, 0.502, -2.917], [-0.700, -2.474, -4.246], [-1.711, -2.535, -2.800], [-0.079, -3.212, -2.771]], "forces_ev_per_a": [[0.1, 0.0, 0.0], [-0.1, -0.2, 0.3], [0.0, 0.0, -0.1], [0.0, -0.1, 0.2], [0.1, -0.1, -0.1], [-0.1, 0.1, 0.0], [0.0, 0.0, 0.1], [0.0, 0.0, 0.0], [0.0, 0.0, 0.0], [0.0, 0.0, 0.0], [0.0, 0.0, 0.0], [0.0, 0.0, 0.0], [0.0, 0.0, 0.0], [0.0, 0.0, 0.0], [0.0, 0.0, 0.0], [0.0, 0.0, 0.0], [-0.1, 0.0, 0.0], [-0.2, -0.3, 0.4], [0.3, 0.2, -0.8], [0.1, 0.3, -0.1], [0.0, 0.0, 0.0], [0.0, 0.0, 0.0], [-0.3, 0.0, 0.4], [0.1, 0.0, -0.1], [0.1, 0.0, 0.0], [0.0, 0.0, 0.0], [0.0, 0.0, 0.0], [0.0, 0.0, 0.0], [0.0, 0.0, 0.0], [-0.1, 0.0, 0.0], [-0.1, 0.1, 0.0], [0.1, 0.0, 0.1], [0.0, -0.1, 0.1], [0.0, 0.0, 0.0], [0.0, 0.0, 0.0], [0.0, 0.0, 0.0], [0.0, 0.0, 0.0], [0.0, 0.0, 0.0], [0.0, 0.0, 0.0], [0.0, 0.0, 0.0], [0.0, 0.0, 0.0], [0.0, 0.0, 0.0], [0.0, 0.0, 0.0], [0.0, 0.0, 0.0], [0.0, 0.0, 0.0], [0.0, 0.0, 0.0], [0.0, 0.0, 0.0], [0.0, 0.0, 0.0], [0.0, 0.0, 0.0]], "charge": 0, "s_squared": 0.77, "e_above_lowest_kj_mol": 81.1, "multiplicity": 2, "homo_lumo_gap_ev": [5.57, 5.29], "lumo_energy_ev": [-1.00, -0.99]}

4.
{"formula": "CN4O", "method": "ωB97M-V/def2-TZVPD", "elements": ["C", "N", "N", "N", "N", "O"], "xyz": [[0.460, -0.187, 0.234], [-0.721, -0.402, 0.805], [0.375, 0.494, -0.911], [-1.591, 0.181, -0.042], [-0.938, 0.708, -1.056], [2.415, -0.794, 0.969]], "forces_ev_per_a": [[3.8, -1.0, 1.1], [0.4, 0.0, 0.0], [0.2, -0.2, 0.3], [-0.2, 0.2, -0.3], [-0.5, 0.0, 0.1], [-3.7, 1.1, -1.2]], "charge": -2, "e_above_lowest_kj_mol": 477.1, "homo_lumo_gap_ev": [7.36, 7.25], "lumo_energy_ev": [8.25, 8.24]}

5.
{"formula": "CH4N2P", "method": "ωB97M-V/def2-TZVPD", "elements": ["C", "N", "N", "P", "H", "H", "H", "H"], "xyz": [[-2.008, -0.288, 0.337], [1.285, 0.603, 0.184], [-1.051, -0.795, -0.065], [1.004, -0.961, 0.043], [-3.004, 0.198, 0.329], [1.377, 1.376, -0.530], [1.423, 0.820, 1.193], [0.974, -0.953, -1.490]], "forces_ev_per_a": [[0.0, -0.4, -1.8], [0.9, 1.8, 1.0], [-1.1, 0.7, 1.3], [-0.6, -0.7, -3.0], [0.9, -0.5, 0.6], [-0.2, -1.3, 1.3], [0.1, 0.7, -1.3], [0.1, -0.3, 2.0]], "charge": 1, "e_above_lowest_kj_mol": 17.3, "smiles": "C#[N+]PN", "homo_lumo_gap_ev": 10.97, "lumo_energy_ev": -4.79}

| no. | E_tot (eV) |
| --- | --- |
| 1 | -21176.673 |
| 2 | -87466.574 |
| 3 | -183495.238 |
| 4 | -9037.369 |
| 5 | -13362.320 |